No. 1
This record from the Open Molecules 2025 dataset describes a molecular structure, C6H36InO13 at a distorted geometry. The level of theory is the ωB97M-V functional and the def2-TZVPD basis.

Properties
Energy ... -38588.3653 eV
E_HOMO ... -12.19 eV
HOMO-LUMO gap ... 7.37 eV
ΔE to the lowest compared entry with this formula, charge and spin ... 163.91 kJ/mol

```
! RIJCOSX wB97M-V def2-TZVPD def2/J DEFGRID3
* xyz 1 1
In 0.75 -1.58 0.91
C -0.30 0.27 -2.02
C -0.70 0.84 -0.65
C -2.11 0.45 -0.24
O 0.18 0.20 0.23
H -0.71 -0.76 -2.03
H 0.69 0.17 -2.41
H -0.91 0.78 -2.76
H -0.62 1.96 -0.68
H -2.30 0.76 0.78
H -2.30 -0.59 -0.19
H -2.77 0.76 -1.00
C 2.34 -3.34 -1.73
C 3.21 -2.36 -0.96
C 4.02 -1.53 -1.89
O 2.29 -1.47 -0.32
H 1.53 -3.75 -1.11
H 2.97 -4.10 -2.08
H 1.77 -2.84 -2.49
H 3.90 -2.78 -0.23
H 4.56 -2.21 -2.56
H 4.80 -1.02 -1.37
H 3.58 -0.71 -2.44
O 3.14 1.07 -0.50
H 3.09 0.10 -0.49
H 2.29 1.50 -0.53
O -4.39 2.57 0.04
H -4.27 3.21 -0.65
H -4.45 1.73 -0.43
O -2.79 -3.42 0.97
H -2.96 -4.24 1.39
H -3.40 -2.84 1.42
O -0.60 -2.69 -0.31
H -0.63 -2.76 -1.27
H -1.44 -3.06 -0.07
O -0.85 1.46 2.80
H -1.50 0.95 3.30
H -1.10 1.26 1.90
O -4.25 2.31 2.70
H -4.17 2.51 1.75
H -3.54 1.61 2.90
O 1.63 2.77 -2.47
H 1.07 2.03 -2.64
H 2.28 2.84 -3.17
O -0.92 -1.57 2.14
H -1.46 -0.83 2.40
H -1.24 -2.35 2.64
O -1.18 4.43 0.08
H -0.91 3.57 0.30
H -1.25 4.49 -0.88
O 1.39 2.67 1.81
H 2.12 2.30 2.29
H 0.53 2.32 2.21
O 1.73 -0.45 2.28
H 1.52 -0.47 3.22
H 2.65 -0.13 2.09
*
```

=====

No. 2
This record from the Open Molecules 2025 dataset describes 14 unconnected molecules or ions with the total composition C6H36O14 at a distorted geometry. The level of theory is the ωB97M-V functional and the def2-TZVPD basis.

Properties
Energy ... -35466.4310 eV
E_HOMO ... -8.79 eV
HOMO-LUMO gap ... 8.27 eV
ΔE to the lowest compared entry with this formula, charge and spin ... 698.72 kJ/mol

```
! RIJCOSX wB97M-V def2-TZVPD def2/J DEFGRID3
* xyz 0 1
C 1.40 3.54 -0.93
C 0.31 2.51 -1.25
C 1.94 -1.06 1.10
C 1.09 -0.96 0.03
O 0.96 -2.01 -0.79
C 0.28 0.17 -0.37
C 0.85 1.17 -1.10
H 1.56 3.90 0.10
H 2.27 3.30 -1.48
H 1.15 4.44 -1.53
H -0.21 2.46 -2.24
H -0.52 2.70 -0.55
H 2.19 -2.02 1.59
H 2.34 -0.06 1.62
H 0.09 -2.04 -1.38
H -0.83 -0.04 -0.10
H 1.86 0.95 -1.65
H -0.68 1.03 -3.93
H -2.13 0.81 -4.18
O -1.54 1.23 -3.61
H -3.08 -0.28 -0.73
H -3.48 -0.80 0.56
O -3.05 -0.06 0.17
H -2.08 2.11 2.33
H -2.07 1.32 0.93
O -1.54 1.86 1.68
H -1.69 -2.82 -2.98
H -0.14 -2.81 -3.22
O -0.89 -2.34 -3.08
H 3.77 0.59 -0.39
H 4.30 1.02 0.96
O 3.83 1.41 0.15
H -2.08 -1.44 -2.09
H -3.27 -2.25 -1.71
O -3.04 -1.39 -2.22
H -1.30 -3.82 1.99
H -0.98 -2.32 2.01
O -0.85 -3.08 1.54
H 3.16 -1.99 -1.01
H 3.71 -2.01 -2.31
O 3.82 -1.50 -1.48
H 2.09 2.01 1.75
H 0.72 1.93 1.74
O 1.47 2.09 2.34
H 0.93 1.01 3.50
H 0.01 1.98 4.36
O 0.19 1.03 4.10
H -0.84 -1.13 3.85
H -1.88 -0.74 2.84
O -1.64 -1.53 3.36
H 1.13 -3.36 1.14
H 1.38 -4.57 0.28
O 1.53 -4.35 1.19
H -3.91 1.81 0.32
H -2.89 1.98 -0.87
O -3.68 2.41 -0.38
*
```

=====

No. 3
This record from the Open Molecules 2025 dataset describes 14 unconnected molecules or ions with the total composition C6H37NO13 at a distorted geometry. The level of theory is the ωB97M-V functional and the def2-TZVPD basis.

Properties
Energy ... -34926.6235 eV
E_HOMO ... -7.96 eV
HOMO-LUMO gap ... 8.05 eV
ΔE to the lowest compared entry with this formula, charge and spin ... 599.38 kJ/mol

```
! RIJCOSX wB97M-V def2-TZVPD def2/J DEFGRID3
* xyz 0 1
C -3.38 -2.34 1.67
N -2.03 0.30 1.65
C -1.59 -0.69 0.76
C -2.29 -1.92 0.79
C 1.62 0.62 -0.89
C 0.71 0.29 0.25
C -0.36 -0.32 -0.12
H -3.47 -1.53 2.53
H -3.40 -3.31 2.14
H -4.36 -2.27 1.15
H -1.22 0.78 2.10
H -2.67 -0.03 2.40
H -1.88 -2.62 0.01
H 2.42 -0.08 -1.20
H 2.15 1.59 -0.69
H 1.00 0.67 -1.72
H 1.08 0.69 1.24
H -0.41 -0.96 -1.00
H 3.05 -0.84 1.60
H 4.35 -1.66 1.55
O 3.45 -1.64 1.37
H -2.43 3.05 -2.71
H -2.61 3.96 -1.57
O -2.14 3.98 -2.43
H -2.66 -0.74 -1.93
H -2.42 0.04 -3.36
O -2.12 -0.13 -2.44
H 0.06 -2.29 -3.90
H -1.00 -1.62 -4.68
O -0.77 -2.50 -4.37
H -0.01 0.88 -3.43
H 0.85 0.69 -4.61
O -0.12 0.74 -4.31
H -2.03 3.80 0.38
H -2.36 4.42 1.71
O -1.73 3.93 1.30
H -0.40 3.22 2.59
H 0.77 2.46 1.74
O 0.10 2.40 2.50
H 1.65 -3.05 0.49
H 1.58 -1.59 0.18
O 1.47 -2.43 -0.25
H -2.52 1.13 -1.20
H -2.66 1.71 0.18
O -2.67 1.86 -0.69
H 0.68 -3.58 3.07
H 1.87 -2.83 2.55
O 1.47 -3.73 2.65
H 3.84 1.40 2.02
H 3.90 1.33 0.46
O 3.36 1.75 1.18
H 3.15 -2.13 -3.15
H 2.78 -2.36 -1.69
O 3.43 -1.83 -2.26
H 1.63 0.99 3.03
H 2.81 1.47 3.98
O 2.49 0.83 3.36
*
```

=====

No. 4
This record from the Open Molecules 2025 dataset describes 12 unconnected molecules or ions with the total composition C6H38N2O11 at a distorted geometry. The level of theory is the ωB97M-V functional and the def2-TZVPD basis.

Properties
Energy ... -32336.8067 eV
Structure (SMILES) ... CCN(C)CCNC.O.O.O.O.O.O.O.O.O.O.O
E_HOMO ... -8.61 eV
HOMO-LUMO gap ... 8.07 eV
ΔE to the lowest compared entry with this formula, charge and spin ... 699.37 kJ/mol

```
! RIJCOSX wB97M-V def2-TZVPD def2/J DEFGRID3
* xyz 0 1
C 0.01 -3.73 -0.07
C 1.54 -3.82 0.19
N 2.63 -2.78 0.27
C 3.31 -2.69 -1.03
C 2.14 -1.52 0.73
C 1.53 -0.65 -0.35
N 0.96 0.64 0.23
C -0.50 0.68 0.17
H -0.48 -4.65 -0.52
H -0.63 -3.75 0.87
H -0.13 -2.82 -0.72
H 1.52 -4.23 1.30
H 1.96 -4.61 -0.53
H 2.76 -2.36 -1.96
H 4.12 -2.00 -0.77
H 3.56 -3.63 -1.40
H 2.95 -0.93 1.23
H 1.58 -1.78 1.56
H 2.38 -0.33 -0.96
H 0.81 -1.35 -0.77
H 1.12 0.63 1.27
H -1.10 -0.26 -0.20
H -1.17 1.60 -0.17
H -0.97 0.72 1.18
O -3.18 -1.12 3.40
H -2.47 -1.62 2.98
H -2.79 -0.36 3.73
O 2.34 1.80 -2.39
H 2.41 1.31 -1.64
H 1.44 1.56 -2.77
O -4.16 2.17 -1.29
H -4.20 1.91 -0.36
H -3.47 2.80 -1.35
O 1.68 0.30 3.06
H 1.52 0.46 3.98
H 2.60 0.10 3.08
O -3.35 -0.61 0.34
H -2.94 -0.98 1.21
H -4.16 -0.99 0.41
O 0.48 2.94 2.91
H 0.99 2.64 3.77
H -0.38 2.82 3.43
O 1.04 3.75 -1.14
H 1.15 3.48 -0.24
H 1.77 3.26 -1.60
O -2.25 1.13 -3.29
H -3.17 0.94 -2.84
H -2.08 2.06 -3.00
O -0.76 -2.10 3.02
H -0.68 -2.76 2.38
H -0.01 -1.38 2.82
O -1.35 3.28 -1.88
H -1.48 4.13 -2.42
H -0.43 3.22 -1.55
O 0.20 -0.03 -3.25
H -0.54 -0.29 -2.64
H -0.17 0.68 -3.95
*
```

=====

No. 5
This record from the Open Molecules 2025 dataset describes 19 unconnected molecules or ions with the total composition C6H38O22 at a distorted geometry. The level of theory is the ωB97M-V functional and the def2-TZVPD basis.

Properties
Energy ... -51882.5530 eV
E_HOMO ... -0.50 eV
HOMO-LUMO gap ... 3.73 eV
ΔE to the lowest compared entry with this formula, charge and spin ... 618.81 kJ/mol

```
! RIJCOSX wB97M-V def2-TZVPD def2/J DEFGRID3
* xyz -2 1
C -19.55 -21.15 23.72
C -18.53 -20.91 24.57
C -18.26 -19.57 25.13
O -17.24 -19.30 25.82
C -19.12 -18.53 24.91
C -20.31 -18.76 24.04
C -20.52 -20.18 23.43
O -21.44 -20.39 22.61
O -21.01 -17.86 23.64
O -17.83 -21.97 24.78
H -19.63 -22.07 23.16
H -18.91 -17.53 25.25
O -24.87 -24.31 23.05
H -24.19 -23.65 22.87
H -25.11 -24.15 23.97
O -16.24 -26.73 20.82
H -16.25 -26.18 21.60
H -15.32 -26.75 20.56
O -16.10 -14.77 28.68
H -15.97 -15.57 28.17
H -17.05 -14.69 28.78
O -19.17 -27.17 28.84
H -18.57 -26.64 28.33
H -19.58 -27.75 28.20
O -22.79 -23.90 18.53
H -22.73 -23.32 19.28
H -23.73 -24.07 18.42
O -11.16 -16.18 27.17
H -12.05 -16.47 27.39
H -10.70 -16.16 28.01
O -21.11 -12.68 25.36
H -20.81 -12.81 26.26
H -21.68 -13.43 25.18
O -21.69 -20.57 29.35
H -21.78 -20.19 30.22
H -21.55 -19.82 28.78
O -11.63 -23.52 21.86
H -11.92 -23.23 22.72
H -10.84 -23.02 21.69
O -26.00 -15.97 23.83
H -26.08 -15.87 22.88
H -25.06 -16.12 23.98
O -13.87 -26.37 27.61
H -14.60 -25.87 27.23
H -13.13 -25.76 27.59
O -18.44 -13.85 21.60
H -17.89 -13.80 22.38
H -19.15 -14.44 21.85
O -11.02 -19.56 24.03
H -11.95 -19.64 24.27
H -10.73 -18.77 24.49
O -25.18 -17.69 19.42
H -24.62 -18.20 20.00
H -25.77 -18.35 19.03
O -16.40 -21.38 31.01
H -17.26 -21.06 31.28
H -16.44 -21.39 30.06
O -14.77 -13.70 24.23
H -14.92 -14.63 24.09
H -14.24 -13.66 25.04
O -20.96 -27.61 20.21
H -21.38 -26.95 19.67
H -20.02 -27.50 20.04
O -20.18 -28.24 24.47
H -19.94 -27.32 24.38
H -20.45 -28.51 23.60
*
```

=====

No. 6
This record from the Open Molecules 2025 dataset describes 15 unconnected molecules or ions with the total composition C6H39N2O14 at a distorted geometry. The level of theory is the ωB97M-V functional and the def2-TZVPD basis.

Properties
Energy ... -38492.7977 eV
E_HOMO ... -12.81 eV
HOMO-LUMO gap ... 9.75 eV
ΔE to the lowest compared entry with this formula, charge and spin ... 243.48 kJ/mol

```
! RIJCOSX wB97M-V def2-TZVPD def2/J DEFGRID3
* xyz 1 1
C -2.03 -0.81 -0.45
C -1.89 0.72 -0.87
N -0.48 0.97 -1.04
C 0.24 0.82 -2.17
C 1.57 1.17 -1.96
N 1.69 1.70 -0.71
C 0.43 1.55 -0.12
C 2.88 2.19 -0.09
H -2.95 -1.18 -0.90
H -2.13 -0.90 0.63
H -1.24 -1.45 -0.83
H -2.17 1.33 -0.01
H -2.38 1.11 -1.75
H -0.24 0.48 -3.07
H 2.39 1.32 -2.65
H 0.15 1.76 0.90
H 2.74 3.26 0.05
H 3.69 2.06 -0.81
H 3.11 1.79 0.89
O 6.74 -0.80 -4.53
H 7.14 0.03 -4.79
H 7.44 -1.28 -4.10
O -5.93 1.25 -6.48
H -6.51 1.67 -7.12
H -5.79 1.91 -5.80
O 3.45 -3.29 -4.22
H 4.29 -2.89 -4.42
H 3.26 -3.02 -3.32
O -6.74 -0.78 4.29
H -7.54 -0.86 4.80
H -6.69 -1.60 3.79
O -1.29 -1.11 5.57
H -1.09 -1.73 6.27
H -0.45 -0.72 5.35
O -5.17 -2.34 -4.68
H -5.44 -1.47 -4.96
H -5.98 -2.75 -4.37
O -1.87 0.88 -8.23
H -1.79 0.18 -8.88
H -2.82 0.96 -8.09
O 2.17 1.82 5.05
H 2.62 1.05 4.70
H 1.99 1.61 5.96
O -3.87 2.33 5.05
H -4.70 2.00 4.71
H -3.33 1.55 5.15
O -1.04 -6.37 -1.84
H -1.10 -7.33 -1.88
H -1.64 -6.12 -1.14
O 6.70 2.07 5.94
H 7.02 2.03 6.84
H 5.75 2.00 6.02
O 4.02 -3.21 -0.03
H 3.62 -3.70 0.69
H 4.08 -2.32 0.29
O -1.82 5.86 3.81
H -2.40 6.24 3.14
H -2.24 5.04 4.05
O 4.32 -1.35 3.84
H 5.28 -1.39 3.92
H 4.01 -1.92 4.54
*
```